No. 1
{
  "formula": "C26H24IrN2OP2S2",
  "method": "ωB97M-V with the def2-TZVPD basis set",
  "multiplicity": 5,
  "e_homo_ev": [-9.38, -11.42],
  "fmax_ev_per_a": 0.32,
  "homo_lumo_gap_ha": [0.2710, 0.2584],
  "total_charge": 1,
  "e_above_lowest_ev": 0.122,
  "symbols": ["Ir", "S", "P", "C", "P", "S", "C", "C", "C", "C", "C", "C", "C", "C", "C", "C", "C", "C", "C", "C", "C", "C", "C", "C", "C", "C", "C", "C", "C", "C", "H", "H", "H", "H", "H", "H", "H", "H", "H", "H", "H", "H", "H", "H", "H", "H", "H", "H", "H", "H", "N", "C", "N", "O", "H", "H", "H", "H"],
  "xyz": [[1.049626, -1.298825, 2.122910], [-0.269419, -2.919685, 0.819101], [-0.869750, -1.125285, 0.036774], [0.350506, -0.036000, 0.608003], [1.920439, 0.373922, -0.004453], [3.062430, -1.098574, 0.836283], [2.409569, 1.985392, 0.608032], [1.766086, 2.527007, 1.716167], [2.197281, 3.734897, 2.240065], [3.274286, 4.395866, 1.667645], [3.924613, 3.851767, 0.567505], [3.495839, 2.646696, 0.036205], [2.047396, 0.418877, -1.797478], [2.392272, -0.731166, -2.498903], [2.377313, -0.723831, -3.885623], [2.023320, 0.428821, -4.569526], [1.672835, 1.578103, -3.871641], [1.676091, 1.574168, -2.487931], [-1.089439, -1.226440, -1.744559], [-1.100374, -2.454697, -2.396786], [-1.298737, -2.504314, -3.769166], [-1.477507, -1.331249, -4.485250], [-1.459984, -0.103293, -3.835210], [-1.269612, -0.047651, -2.466304], [-2.453141, -0.619869, 0.729474], [-2.510260, -0.109453, 2.025513], [-3.728994, 0.243996, 2.577416], [-4.897629, 0.088106, 1.842720], [-4.844890, -0.418593, 0.553441], [-3.625516, -0.771852, -0.006263], [0.922253, 2.011319, 2.157492], [1.691794, 4.160162, 3.096652], [3.609795, 5.337705, 2.080781], [4.766123, 4.364499, 0.121824], [4.010637, 2.222919, -0.817434], [2.676001, -1.629091, -1.962447], [2.649533, -1.618401, -4.429349], [2.022090, 0.433641, -5.651605], [1.398261, 2.478503, -4.404889], [1.398315, 2.470052, -1.946418], [-0.948534, -3.369163, -1.837309], [-1.310307, -3.460123, -4.275353], [-1.630473, -1.371114, -5.555734], [-1.593785, 0.812026, -4.396176], [-1.260413, 0.910543, -1.958976], [-1.599461, 0.027684, 2.596713], [-3.767343, 0.649346, 3.579823], [-5.848965, 0.367051, 2.275604], [-5.751984, -0.538101, -0.023320], [-3.596310, -1.163537, -1.015255], [0.091340, -2.206750, 6.219957], [-0.046354, -2.150465, 4.885929], [-1.017321, -2.859355, 4.299559], [0.735360, -1.406525, 4.237793], [-0.487834, -2.779589, 6.805700], [0.837355, -1.675488, 6.632805], [-1.606183, -3.480971, 4.824478], [-1.088229, -2.863638, 3.290973]],
  "forces_ev_per_a": [[0.02, -0.19, -0.02], [-0.10, -0.09, 0.09], [-0.02, 0.30, -0.10], [0.08, -0.24, 0.05], [-0.21, 0.20, -0.11], [0.22, 0.01, -0.02], [0.03, 0.01, 0.02], [-0.08, 0.05, -0.03], [0.00, 0.03, 0.02], [0.01, -0.01, -0.01], [-0.01, -0.01, -0.01], [0.04, -0.02, 0.02], [-0.03, 0.03, 0.00], [0.01, -0.07, 0.02], [0.00, -0.03, 0.00], [-0.01, 0.03, -0.01], [0.02, -0.01, -0.01], [0.05, 0.02, 0.04], [0.00, -0.08, 0.02], [0.04, -0.03, 0.02], [0.01, -0.01, 0.00], [0.00, 0.00, -0.02], [-0.01, 0.02, -0.01], [-0.02, 0.04, 0.03], [-0.04, -0.01, -0.05], [0.02, 0.05, 0.04], [-0.01, 0.01, 0.02], [0.00, 0.00, -0.02], [-0.01, 0.00, 0.00], [-0.02, -0.05, -0.02], [0.01, -0.02, 0.00], [0.00, 0.01, 0.00], [0.00, 0.00, 0.00], [0.00, 0.01, 0.01], [-0.02, -0.01, -0.01], [-0.01, 0.01, 0.00], [0.00, 0.00, -0.01], [0.00, 0.00, -0.01], [0.00, 0.00, -0.01], [0.01, 0.01, 0.02], [0.00, 0.00, 0.01], [0.00, 0.00, -0.01], [0.00, 0.00, 0.00], [0.00, 0.00, -0.01], [0.00, 0.00, 0.01], [0.01, -0.01, -0.01], [-0.01, 0.00, 0.00], [-0.01, 0.00, 0.00], [-0.01, 0.00, 0.01], [0.03, 0.00, 0.01], [-0.01, -0.01, -0.04], [0.06, 0.15, 0.00], [-0.07, -0.07, 0.02], [0.02, -0.03, 0.06], [0.00, 0.00, 0.00], [0.00, 0.00, 0.02], [-0.01, 0.00, -0.01], [0.02, 0.00, -0.01]]
}



No. 2
{
  "formula": "C32H44BrHfN3P2S",
  "method": "ωB97M-V with the def2-TZVPD basis set",
  "e_homo_ev": -18.38,
  "fmax_ev_per_a": 4.41,
  "homo_lumo_gap_ha": 0.1551,
  "total_charge": 4,
  "e_above_lowest_ev": 2.641,
  "symbols": ["C", "C", "C", "C", "N", "C", "C", "C", "C", "C", "C", "C", "C", "C", "Hf", "P", "H", "H", "H", "H", "H", "H", "H", "H", "C", "C", "H", "H", "H", "H", "H", "C", "C", "H", "H", "H", "H", "H", "C", "C", "H", "H", "H", "H", "H", "Br", "P", "C", "C", "H", "H", "H", "H", "H", "C", "C", "H", "H", "H", "H", "H", "C", "C", "H", "H", "H", "H", "H", "N", "C", "N", "C", "C", "C", "C", "C", "C", "S", "H", "H", "H", "H", "H", "H"],
  "xyz": [[-2.037703, -4.888351, -1.564122], [-1.075657, -4.375452, -0.674575], [0.077289, -5.141508, -0.395981], [0.081766, -6.483592, -0.815190], [-0.956430, -7.021057, -1.476501], [-1.952347, -6.238996, -1.915848], [-1.400789, -3.161575, 0.036863], [-1.745364, -2.171893, 0.698194], [-1.733444, -1.039071, 1.606211], [-1.643868, 0.385887, 1.191697], [-1.132766, 1.376584, 2.171636], [-0.756014, 0.815299, 3.377430], [-1.339812, -0.341628, 3.906193], [-1.895062, -1.239795, 2.990451], [0.284955, 1.499522, 0.568444], [0.558863, -0.096600, -1.375451], [0.913568, -4.712928, 0.168901], [-2.860192, -4.263250, -1.917739], [0.909266, -7.140032, -0.502004], [-2.762936, -6.714661, -2.477061], [-2.404325, -2.128728, 3.362499], [-2.664681, 0.737860, 0.925303], [-1.383426, -0.546493, 4.968642], [-0.918316, 2.475961, 1.864716], [1.519820, 0.771865, -2.712524], [2.264042, -0.016322, -3.781911], [2.264798, 1.389763, -2.202645], [0.831358, 1.455483, -3.217459], [2.770918, 0.658576, -4.482110], [3.043480, -0.668122, -3.389321], [1.612563, -0.633751, -4.399663], [1.590764, -1.600379, -1.111674], [1.609976, -2.722602, -2.146346], [1.243114, -2.019142, -0.157642], [2.625469, -1.264239, -0.943248], [2.359627, -3.474526, -1.873583], [0.666746, -3.263872, -2.210186], [1.881912, -2.399473, -3.147650], [-0.906883, -0.788801, -2.261816], [-0.895066, -1.103941, -3.757196], [-1.737147, -0.101522, -2.058544], [-1.155322, -1.714556, -1.736376], [-1.868973, -1.510058, -4.071704], [-0.752507, -0.222796, -4.384046], [-0.165580, -1.859447, -4.063380], [0.630929, 1.886155, 4.372632], [2.651182, 0.921271, 1.804616], [4.055675, 0.386527, 0.735287], [5.350085, 1.182792, 0.799445], [3.630198, 0.433208, -0.283061], [4.230040, -0.672269, 0.965949], [6.031723, 0.747616, 0.055127], [5.191738, 2.238806, 0.551576], [5.838888, 1.117367, 1.779818], [3.045185, 2.663752, 2.351624], [3.723873, 2.783325, 3.721792], [2.088981, 3.224160, 2.371247], [3.675237, 3.094735, 1.556556], [3.714475, 3.850908, 3.991041], [3.169841, 2.230452, 4.496409], [4.761783, 2.418296, 3.698721], [2.599271, -0.312523, 3.175408], [3.917035, -0.886971, 3.666010], [1.929762, -1.112286, 2.817821], [2.064420, 0.181767, 4.003481], [3.702014, -1.563525, 4.509622], [4.411817, -1.470675, 2.874089], [4.611994, -0.110380, 4.025401], [0.386687, 3.603993, -0.417339], [-1.000420, 3.587926, -0.717048], [-1.546508, 2.390229, -0.599755], [-2.958310, 2.476185, -0.683018], [-3.870265, 1.413741, -0.516414], [-5.126726, 1.709934, 0.035342], [-5.531393, 3.047473, 0.172346], [-4.664701, 4.114193, -0.150330], [-3.383812, 3.811982, -0.605349], [-2.004394, 4.940724, -0.749096], [0.842495, 4.520143, -0.294238], [0.948724, 3.121343, -1.140520], [-3.609219, 0.390561, -0.791781], [-5.810835, 0.902982, 0.319105], [-6.504946, 3.274253, 0.613821], [-4.929056, 5.161435, 0.038127]],
  "forces_ev_per_a": [[-0.19, 0.14, 0.11], [-0.04, 0.00, -0.09], [-0.30, -0.20, 0.34], [-0.45, 0.61, 0.21], [0.23, 0.27, -0.22], [0.45, -0.03, 0.56], [-0.26, 0.66, 0.70], [0.60, 0.72, 0.56], [0.02, -0.34, -1.55], [-0.32, 0.25, 1.20], [-1.07, -2.07, 1.57], [2.00, 3.70, 1.13], [-0.77, -1.26, -1.27], [0.45, -0.05, 1.70], [0.75, 0.02, -1.53], [0.69, -2.53, -3.55], [-0.44, -0.36, -0.04], [0.09, -0.32, 0.28], [-0.49, 0.25, -0.43], [0.44, 0.13, 0.05], [0.26, 0.00, -0.11], [0.56, -0.35, -1.25], [0.27, 0.05, 0.07], [-1.38, -1.06, 1.53], [-0.07, 0.90, 0.28], [0.34, -0.60, -0.56], [0.16, 0.26, 0.08], [-0.14, 0.11, 0.12], [-0.20, 0.16, 0.32], [-0.02, 0.12, 0.18], [-0.05, 0.14, 0.16], [0.55, -0.09, 1.10], [-0.16, -0.34, -0.57], [0.16, -0.03, 0.03], [-0.33, 0.01, 0.04], [-0.07, 0.25, 0.22], [0.00, 0.21, -0.02], [-0.08, 0.05, 0.14], [-1.05, 0.03, 0.39], [0.20, 0.05, -0.77], [0.04, -0.06, -0.03], [0.13, 0.32, 0.05], [0.15, 0.16, 0.45], [0.11, 0.04, 0.09], [-0.06, 0.20, 0.27], [-2.74, -0.47, -0.15], [0.78, 0.05, 0.06], [-0.63, -0.11, -0.62], [0.28, 0.03, 0.04], [0.47, -0.10, 0.17], [-0.10, 0.21, -0.13], [-0.09, 0.26, 0.25], [0.21, -0.27, -0.02], [-0.15, 0.01, -0.24], [-0.22, -0.27, -0.14], [-0.01, 0.27, 0.06], [0.39, -0.04, -0.04], [-0.25, -0.10, 0.27], [0.22, -0.42, 0.08], [0.41, 0.20, -0.20], [-0.39, 0.17, 0.02], [-0.69, 0.24, 0.44], [0.53, -0.16, -0.10], [0.18, 0.08, 0.04], [0.57, -0.65, -0.52], [0.16, 0.23, -0.35], [-0.04, 0.14, 0.46], [-0.29, -0.31, -0.15], [1.57, -0.50, -0.51], [-0.88, 0.00, 0.64], [0.84, 0.34, -1.13], [0.29, 0.08, 0.43], [-0.41, 0.23, 0.33], [0.24, 0.12, -0.95], [0.55, 0.77, 0.36], [-0.66, -0.08, 0.03], [0.19, -0.13, 0.56], [-0.75, -0.50, -0.08], [-0.38, -0.30, 0.27], [-0.24, 0.79, -0.57], [-0.02, 0.28, 0.27], [0.23, 0.33, -0.32], [0.31, -0.04, -0.24], [-0.21, -0.51, -0.22]]
}